ORCA calculation (ωB97M-V/def2-TZVPD) on C6H10O as an isolated structure in a non-equilibrium geometry.

Calculated values
Total charge: 0
HOMO energy, eV: -8.106
Kohn-Sham gap, eV: 7.41
Energy above the lowest of the compared OMol25 structures with the same formula, charge and spin, kJ/mol: 757.4

Atoms and positions in Å:
O: 3.17 -1.47 0.05
C: 2.13 -0.59 -0.05
C: 1.75 0.74 0.45
C: 0.41 1.51 0.17
C: -0.85 0.61 0.38
C: -2.12 -1.48 -0.46
C: -1.24 -0.37 -0.55
H: 1.27 -0.96 -0.58
H: 2.57 1.26 0.88
H: 1.52 -0.25 1.11
H: 0.28 2.45 0.73
H: 0.53 1.97 -0.82
H: -3.00 0.11 -0.21
H: -1.17 0.57 1.40
H: -2.19 -2.10 0.48
H: -2.39 -1.71 -1.48
H: -0.67 -0.28 -1.50

natural (NBO) population analysis, charges in e, atoms 1 to 8: atom 1 (O): -0.636, atom 2 (C): 0.264, atom 3 (C): -0.353, atom 4 (C): -0.443, atom 5 (C): -0.318, atom 6 (C): -0.462, atom 7 (C): -0.250, atom 8 (H): 0.132